1.
119
Properties=species:S:1:pos:R:3:forces:R:3 method="wB97M-V/def2-TZVPD" total_charge=+1 homo_lumo_gap_ha=0.216 homo_ev=-9.834
Ti -1.52329 1.17210 2.12032 -2.0097 0.2250 -1.5170
N 2.74849 -4.54332 5.57453 0.1686 0.8904 0.1955
C 1.90769 -3.46263 5.41648 0.1797 0.1436 -1.3531
C 2.34214 -2.13708 5.61748 -1.1489 -0.2503 0.4701
C 1.44526 -1.10460 5.38374 0.7399 1.2808 -0.1652
C 0.15925 -1.30024 4.90579 -0.5309 -0.7272 0.1902
C -0.27336 -2.61936 4.78786 -0.6711 -0.7144 -1.2470
C 0.64292 -3.66349 4.81887 0.3368 0.1303 0.9178
S -0.96335 0.05930 4.63928 0.8494 0.5748 0.7163
O -2.07163 -0.28262 3.69809 0.2660 0.2312 -0.2511
O -1.33390 0.59639 5.91178 0.0557 0.0156 -0.6972
N -0.27612 1.16152 3.57955 0.4627 -0.1351 1.4706
C 0.84991 1.97426 3.74281 1.1049 0.2134 -0.0182
N 1.11817 2.77011 2.66915 -0.2972 -0.3647 1.2895
C 2.15933 3.57174 2.84828 0.7558 -0.5379 0.8465
C 2.97866 3.57923 3.99902 -0.0617 0.3634 -0.7718
C 2.60998 2.74527 5.01916 -0.9326 -0.2373 -0.0177
N 1.56973 1.91050 4.85623 -0.8239 0.2111 0.0246
H 3.36267 -4.54148 6.36657 0.2872 0.1508 0.0554
H 2.36374 -5.43707 5.39686 -0.4272 -0.7311 -0.0874
H 3.32413 -1.94100 6.01373 0.1407 0.1085 -0.0020
H 1.72248 -0.05882 5.52197 0.3163 -0.4953 0.1442
H -1.32770 -2.86806 4.63272 0.3625 0.2273 -0.4903
H 0.44944 -4.67551 4.45132 -0.5861 0.3573 0.4682
H 2.41414 4.24869 2.06526 0.0086 0.3192 -0.6878
H 3.85715 4.22025 4.04666 -0.3719 -0.0329 0.0564
H 3.02000 2.77741 6.02930 0.3163 -0.2147 -0.4094
C -4.34898 -0.92142 1.09766 -0.6635 -0.4154 0.2684
Si -4.33577 0.63023 0.08834 0.3868 0.1930 0.0620
C -6.02035 0.91114 -0.72432 -0.1855 -0.1537 -0.3815
C -3.17643 0.44835 -1.41615 -0.3684 0.5300 0.1582
C -3.69735 1.88687 1.47286 -0.2831 -1.2918 -0.0160
C -2.99920 2.95453 0.81718 1.1602 0.2063 1.0014
C -3.49043 3.78364 -0.15511 0.4455 1.2372 -2.0149
C -2.63815 4.73813 -0.76790 -0.6127 -1.2696 1.3921
C -1.38690 4.94648 -0.17418 -0.7230 -0.6554 -0.0627
C -0.92666 4.05613 0.77414 1.3789 0.2652 -0.1710
N -1.68310 3.04027 1.21088 -0.3354 0.0859 0.1119
Si -5.12875 2.36910 2.72875 1.2592 -0.9670 0.3006
C -6.03501 0.82680 3.22330 0.1713 -0.6317 -1.1666
C -4.21105 3.04470 4.25782 0.5865 0.3367 -1.3062
C -6.53011 3.36714 2.01765 -0.6962 0.8419 0.2833
H -3.83695 -1.69492 0.52745 0.0583 -0.3076 0.2666
H -5.42166 -1.17906 1.15585 0.4723 -0.3881 0.0742
H -3.97652 -0.83116 2.14199 -0.1113 -0.1386 -0.8565
H -6.18446 0.06975 -1.46909 0.1927 0.8906 0.8872
H -6.05588 1.85462 -1.29792 0.0510 -0.3572 0.1430
H -6.86008 0.93308 -0.02081 0.0794 -0.1064 -0.1293
H -3.42473 -0.50624 -1.92625 0.2922 0.4134 0.3664
H -2.14412 0.45227 -1.04629 -0.1170 -0.1242 -0.5972
H -3.32480 1.25754 -2.17116 0.2075 -0.4917 0.5949
H -4.49431 3.55523 -0.50113 0.1213 0.3487 -0.1423
H -2.89717 5.26732 -1.67368 -0.3234 0.2125 0.1899
H -0.80844 5.76627 -0.50609 0.8228 0.4749 -0.2409
H 0.13203 4.09245 1.13297 -1.3284 -0.0385 -0.2500
H -5.49171 0.16726 3.87720 0.1410 -0.2225 0.4817
H -6.27967 0.21771 2.32120 -0.0741 0.5642 0.6571
H -6.96604 1.16029 3.65593 -0.3013 -0.1108 0.3948
H -4.21242 4.12896 4.30595 -0.2197 0.2236 0.2008
H -3.14036 2.78131 4.23756 -0.2470 -0.1175 -0.1425
H -4.58854 2.61685 5.15510 -0.5259 -0.1824 0.8303
H -7.48835 2.81943 2.10780 0.5541 0.0826 0.2295
H -6.44712 3.52448 0.95252 0.2168 0.4055 -0.3642
H -6.68415 4.34192 2.53850 0.2092 -0.5620 -0.5313
C 2.37864 -1.39837 -3.93150 -0.3139 -0.4355 1.4317
C 3.47336 -0.73260 -3.12324 -0.3714 -0.5243 1.5086
As 3.21725 -1.18617 -1.12062 0.8058 0.4323 -0.4167
C 4.18520 -2.94573 -0.91369 -1.1066 -0.4824 -0.6824
C 3.43810 -4.09493 -0.56490 0.3930 0.6722 0.6145
C 4.08708 -5.31246 -0.37976 -0.4310 -0.9883 -1.2693
C 5.41229 -5.52205 -0.83246 -1.1884 0.4949 0.9261
C 6.13185 -4.40923 -1.21546 -1.1475 0.4267 0.4215
C 5.51160 -3.15320 -1.21065 1.3526 1.0710 0.1712
C 4.69330 0.01347 -0.54660 -0.4538 0.4217 0.4694
C 5.79604 0.43992 -1.33239 -0.2907 -0.6390 0.4734
C 6.76470 1.29351 -0.79962 -1.0558 -0.2037 0.5056
C 6.60566 1.78514 0.52650 1.5980 0.0220 -1.9062
C 5.52929 1.40947 1.25623 -1.8120 -0.3071 1.6801
C 4.53349 0.54391 0.73314 1.6057 0.8286 -0.2832
As 0.63841 -0.50955 -3.63776 -0.6353 0.9742 -0.6890
C 0.57889 0.57541 -5.36323 -0.3907 -0.0951 0.0464
C 0.16229 1.93366 -5.39401 -0.0957 -0.9380 1.1348
C -0.19437 2.54935 -6.56585 0.2581 0.2772 -1.0913
C -0.06302 1.86094 -7.79691 -0.5801 1.3634 0.9288
C 0.43261 0.59506 -7.79297 0.3396 -0.6471 0.5368
C 0.71232 -0.06868 -6.59512 0.1896 -0.2243 0.2348
C -0.64282 -1.90077 -4.27254 2.1569 1.5844 1.0340
C -0.40385 -3.16689 -3.86026 -0.4651 -1.4317 0.7220
C -1.10904 -4.22324 -4.43749 0.7061 -0.0843 -0.3935
C -2.06881 -3.99787 -5.41883 0.3307 0.2903 0.0674
C -2.36031 -2.67207 -5.74009 -0.5347 -0.8103 0.0570
C -1.62094 -1.65271 -5.15389 -2.6021 1.4468 -2.3512
H 2.31973 -2.46852 -3.70920 -0.1307 0.1092 0.2060
H 2.55833 -1.34501 -4.94975 0.4882 0.1891 -2.1451
H 3.56578 0.35187 -3.28533 -0.1850 -0.3292 0.2944
H 4.44516 -1.18130 -3.22088 0.4231 -0.2523 -0.8318
H 2.37896 -3.98071 -0.32986 0.1907 -0.1674 -0.0154
H 3.48439 -6.19731 -0.10292 0.4208 0.6149 0.0313
H 5.81629 -6.52327 -0.77280 0.2234 0.0983 -0.0999
H 7.15777 -4.46177 -1.44048 1.1080 -0.1574 -0.3793
H 6.14779 -2.25363 -1.31859 -0.2916 -0.6484 -0.3469
H 5.85233 -0.00346 -2.33159 0.4078 0.5186 0.2907
H 7.61791 1.59784 -1.38833 0.0212 -0.0084 -0.0383
H 7.40688 2.44799 0.86419 -0.4924 -0.1862 0.3164
H 5.36415 1.76244 2.30837 0.3680 -0.1830 -1.1010
H 3.68077 0.37417 1.36254 -0.3627 -0.4561 0.0008
H 0.00495 2.48048 -4.45727 0.2358 -0.2575 -0.2399
H -0.50445 3.59964 -6.53177 -0.0756 -0.4803 -0.1535
H -0.40937 2.31803 -8.71477 0.2419 0.1115 -0.0250
H 0.61706 0.09523 -8.71422 -0.0906 -0.4349 -0.5948
H 0.98134 -1.13346 -6.66620 -0.0076 0.5331 0.2040
H 0.25358 -3.29629 -3.00576 0.3176 -0.4991 -0.3299
H -0.72818 -5.21286 -4.26980 -0.3338 -0.4906 0.3980
H -2.52901 -4.82950 -5.95271 0.0101 0.2349 0.2588
H -3.18298 -2.48181 -6.43925 0.4968 0.2067 0.2183
H -1.91163 -0.63952 -5.49615 0.6013 -0.4942 0.4047
S -0.62074 -2.77155 0.37387 0.0038 0.2432 0.2869
C -0.76046 -1.26198 0.73717 0.0501 -0.2094 -0.7628
N -0.89772 -0.06797 0.87416 -0.0810 0.1189 0.6209



2.
121
Properties=species:S:1:pos:R:3:forces:R:3 method="wB97M-V/def2-TZVPD" total_charge=-2 homo_lumo_gap_ha=0.171 homo_ev=-1.427
Cs 18.57141 12.00972 13.96884 -0.2313 -0.3535 0.5165
S 19.06070 9.52514 10.17422 0.7587 0.6001 0.1744
C 17.89744 8.33830 9.79554 -0.8943 -0.2814 -0.1378
C 18.07062 7.51021 8.65234 0.3408 -0.1123 0.5834
C 17.03788 6.71538 8.18945 0.7900 0.0073 -0.7701
C 15.80360 6.78892 8.78794 -1.4492 -0.5202 0.5296
C 15.57483 7.53139 9.94690 0.9877 0.3639 0.3706
C 16.66401 8.23371 10.52699 -0.1239 -0.1331 -1.4321
S 16.49525 9.31058 11.91046 -0.2215 -0.0823 0.1027
C 15.69930 8.22878 13.12110 -0.5280 0.6366 0.3498
C 16.62942 7.50675 14.08332 0.1745 -0.8017 0.4884
C 16.12276 6.42405 14.87612 0.4621 1.4993 -0.6185
C 16.93082 5.95504 15.90286 0.0759 -0.3075 0.2651
C 18.24339 6.40432 15.95991 -0.4692 -0.6922 0.4831
C 18.68670 7.36632 15.06809 0.4583 -0.3717 -0.3573
C 20.17400 7.50201 14.93875 1.0990 0.4343 0.7840
S 20.88000 9.18381 14.61938 0.2644 -0.3754 -0.5612
C 21.63726 9.57577 16.17386 -0.6225 0.3706 -0.5868
C 22.99042 9.75931 16.28946 0.8350 -0.0796 0.7811
C 23.54763 9.76377 17.57992 1.4468 0.1712 -0.9271
C 22.74688 9.77317 18.70966 -0.0036 -0.2502 0.9076
C 21.36304 9.84734 18.57601 0.1830 0.2739 -0.4830
C 20.79573 9.73480 17.27087 -0.7483 -1.0122 1.3487
S 19.11124 9.41994 17.06598 -0.6458 0.5769 0.6781
N 17.88860 7.95700 14.17726 -0.7108 -0.5270 0.0859
H 19.08615 7.53471 8.23716 -0.5992 -0.0972 -0.1549
H 17.12450 6.05800 7.30431 0.2510 0.4699 0.5235
H 15.01131 6.17912 8.35427 -0.0966 0.2170 0.1826
H 14.57447 7.59912 10.39927 0.4973 -0.1367 -0.2177
H 14.99776 7.54403 12.61969 0.2097 0.1950 0.3382
H 15.10928 8.97234 13.71343 0.1726 -0.7398 -0.2480
H 15.12627 6.05406 14.67394 -0.0756 0.0351 0.1949
H 16.56782 5.25031 16.68027 0.2024 0.3278 -0.8209
H 18.93752 5.96311 16.67587 -0.2112 0.3431 -0.0732
H 20.54146 6.86752 14.13348 -0.2302 0.1069 -0.4332
H 20.67986 7.07001 15.83776 -0.4820 0.6590 -0.4907
H 23.57001 9.90162 15.38422 0.2830 -0.4500 0.1366
H 24.65634 9.73603 17.71213 -0.9862 0.1805 -0.2354
H 23.29065 9.65443 19.68269 -0.8985 0.4087 -0.7204
H 20.65814 9.99360 19.40127 0.4608 -0.2863 -0.2026
C 15.18532 11.81927 17.62107 -0.9074 -1.2428 -0.3843
C 15.98522 12.77760 18.40930 1.4888 0.9902 -0.1703
C 15.50848 13.15577 19.69624 0.3018 -0.6468 -0.1538
C 16.28905 13.95676 20.45373 1.1993 0.8784 -0.3480
C 17.47545 14.53810 19.85423 -0.9621 0.1185 -0.1005
C 18.08575 15.62674 20.48660 0.6443 0.8063 0.8396
C 19.11097 16.30245 19.86408 0.0406 -0.3764 -0.2709
C 19.54062 15.91385 18.58672 0.6328 0.3954 0.0366
C 19.03730 14.81366 17.85966 -0.5744 0.7170 2.0042
S 19.89384 14.45131 16.44498 -0.2990 -0.7729 -1.2689
C 17.87092 14.14662 18.52833 0.4961 0.7421 0.1204
N 17.12653 13.23995 17.87421 -1.4957 -0.9356 -0.0092
H 14.62964 11.10644 18.29388 0.2881 0.8085 -0.6867
H 15.80910 11.20199 16.98283 0.3717 -0.0474 0.0307
H 14.49203 12.31308 16.91438 -0.0052 -0.0393 0.4788
H 14.59487 12.71023 20.08017 0.0608 0.0644 -0.0631
H 16.05148 14.23329 21.48847 -0.0241 -0.0464 -0.4538
H 17.72835 16.00907 21.44967 0.0208 -0.4400 -0.1971
H 19.65671 17.10825 20.36600 -0.4109 -0.1076 -0.1391
H 20.38803 16.49582 18.14591 -0.8385 -0.7384 0.2705
C 13.98483 14.47736 11.60430 -0.0198 0.1553 0.6699
As 14.30656 13.67931 13.39057 0.1763 -0.3292 0.0483
C 13.73035 15.16804 14.55909 0.3654 -0.5173 -0.7577
C 12.59549 12.63632 13.51984 -0.0348 -1.1276 0.0514
C 11.29536 13.27229 13.83502 -1.6639 0.2701 0.2036
C 10.77022 13.48693 15.13993 -0.3111 -0.1024 -0.4165
C 9.43001 13.90859 15.30483 0.8648 -0.2382 0.7352
C 8.57119 14.07550 14.22365 -0.4312 0.8533 0.6242
C 9.07894 13.90830 12.95585 0.6532 -0.9188 -0.7987
C 10.40384 13.49120 12.75560 -0.0025 0.3040 0.9157
H 12.93128 14.74262 11.59194 -0.1034 0.2471 -0.3388
H 14.22668 13.77643 10.80987 -0.0418 -0.1438 0.0364
H 14.62935 15.35260 11.50176 -0.1349 -0.0248 -0.0064
H 12.87610 15.64529 14.10137 -0.3953 0.1822 0.1793
H 14.54479 15.86896 14.65668 0.2790 0.1473 0.0663
H 13.51154 14.71616 15.51869 -0.1957 0.1356 0.2094
H 12.79137 11.86209 14.30320 0.0082 0.4621 -0.6871
H 12.40888 12.11272 12.54429 0.7259 0.2270 0.8469
H 11.35714 13.22849 16.04482 -0.2725 0.3592 -0.7500
H 9.08517 14.07706 16.33904 0.0436 -0.1471 -0.6469
H 7.52578 14.42232 14.37113 0.8384 -0.4328 -0.0646
H 8.41836 13.92468 12.09741 -0.0038 0.3109 -0.0400
H 10.78350 13.25809 11.76569 -0.2418 0.1274 -0.0498
O 17.17489 14.83012 13.28746 -0.0016 0.3733 0.7695
H 17.32696 14.75262 12.32185 0.4867 0.3691 0.0678
H 17.86403 15.36937 13.72204 -0.3387 -0.4916 -0.4824
C 16.16597 14.28904 7.26501 0.3455 0.8057 0.4399
N 16.97475 13.70175 8.35164 0.5769 1.2717 -0.3369
C 16.70201 12.32180 8.65323 0.5486 -0.5193 0.4798
C 17.56912 14.49823 9.36644 -1.4307 -0.5235 0.4657
N 17.37336 14.29492 10.66110 0.5202 -0.9627 -2.2215
N 18.29326 15.57655 8.94992 0.6385 1.0181 -1.1576
C 18.80160 15.86742 7.57198 -0.7297 -0.8018 0.2323
C 18.75732 16.47572 9.99376 -1.9657 -0.0381 1.0836
H 15.12037 13.97486 7.41067 0.1852 0.1733 -0.1953
H 16.52983 13.93021 6.28701 -0.2206 0.0692 0.2580
H 16.19585 15.42374 7.23668 -0.0083 -1.4488 0.3092
H 16.29986 11.77914 7.80502 -0.1226 0.2329 -0.2810
H 16.02896 12.15864 9.50124 -0.2123 0.0628 -0.0236
H 17.64838 11.83766 8.88924 -0.0355 -0.3108 0.2400
H 16.89468 13.37956 10.75296 0.1152 0.8652 0.0523
H 19.15546 14.93932 7.07336 -0.2833 0.4988 0.3603
H 19.64896 16.55831 7.65928 -0.2649 -0.2768 0.0509
H 18.03154 16.33943 6.90668 0.6050 -0.3181 0.6046
H 19.36512 15.91538 10.69783 0.3557 0.2014 0.1511
H 17.84745 16.82392 10.57387 1.0105 -0.3110 -0.4145
H 19.22683 17.36774 9.60703 0.3322 -0.0749 -0.2830
F 24.89746 14.57296 9.85768 0.4027 -0.7697 1.5025
C 24.91472 14.04267 11.14284 -0.1796 0.2101 -0.0185
F 25.63726 14.90296 11.93539 -0.1448 -1.1152 -1.1870
F 25.55836 12.81043 11.08296 -0.7713 2.1192 0.0091
C 23.50980 13.93610 11.70904 -1.3117 -0.4171 0.1521
C 22.62493 12.92166 11.27403 1.4157 0.5448 -0.5028
C 21.37066 12.81919 11.83663 -0.1671 0.0461 0.4045
N 20.92815 13.62460 12.80625 0.8482 -0.1348 0.1335
C 21.78010 14.57188 13.23706 -1.5785 0.5359 0.3367
C 23.00142 14.83080 12.68855 2.2005 0.5114 -1.2326
H 22.86635 12.24269 10.44633 0.1889 0.2029 0.5642
H 20.75057 11.98747 11.50815 -0.3133 0.2412 0.0206
H 21.43745 15.24022 14.04163 -0.1596 -0.5026 -0.3008
H 23.53021 15.79624 12.93615 -0.3914 -1.5294 0.0307